ORCA calculation (ωB97M-V/def2-TZVPD) on an isolated molecule of C8H15NOS in a non-equilibrium geometry.

CARTESIAN COORDINATES (ANGSTROEM)
C: -2.33981 -0.21626 -1.28525
C: -1.63845 0.34847 -0.27112
C: -2.27127 1.46056 0.51579
C: -0.26356 -0.05500 0.15571
C: -0.28376 -0.75576 1.65449
C: 0.38840 -0.94302 -0.85485
C: 1.81545 -1.38836 -0.35278
C: 2.79389 -0.32143 -0.39661
N: 2.22140 0.67777 0.44583
S: 0.88186 1.38648 0.27195
O: 0.73658 2.38955 -0.74609
H: -3.16060 0.30412 -1.85598
H: -2.00978 -1.06022 -1.91191
H: -1.79370 1.81493 1.44449
H: -2.31572 2.41672 -0.13035
H: -3.35696 1.34721 0.69924
H: -1.16498 -0.35137 2.22464
H: 0.74807 -0.43968 1.98314
H: -0.37088 -1.77618 1.50398
H: 0.52930 -0.34576 -1.84093
H: -0.24259 -1.92400 -0.92892
H: 1.67523 -1.83625 0.72718
H: 2.13011 -2.15625 -1.10201
H: 3.78667 -0.72574 -0.01854
H: 2.84763 0.22670 -1.39938
H: 0.65745 1.92276 1.46825

SMILES string: C=C(C)[C@@]1(C)CCCN=[S@H]1=O
ΔE to the lowest compared entry with this formula, charge and spin: 115.2 kcal per mole
HOMO-LUMO gap: 9.260 eV
Highest occupied orbital energy: -8.703 eV

Atomic partial charges in e from the Löwdin method, atoms 1 to 2: atom 1 (C): 0.05, atom 2 (C): -0.36

***

ORCA calculation (ωB97M-V/def2-TZVPD) on a cluster of 12 separate species, C52H135N7O22 in total in a non-equilibrium geometry.

CARTESIAN COORDINATES (ANGSTROEM)
C: -1.97050 3.51456 6.80872
O: -2.46557 3.06744 5.58728
C: -3.20806 4.08988 4.94672
C: -3.28697 3.84285 3.48812
N: -4.35645 2.82895 3.31561
C: -4.50096 2.36241 1.98970
C: -5.57062 1.33309 1.88136
O: -5.03733 0.14287 2.37405
C: -5.97553 -0.87520 2.76828
H: -1.34267 2.76081 7.26500
H: -2.88876 3.76386 7.42136
H: -1.33526 4.43241 6.76350
H: -2.72163 5.05173 5.08895
H: -4.22362 4.21855 5.41139
H: -2.26459 3.64837 3.03194
H: -3.67869 4.73926 3.05965
H: -4.21144 2.05927 3.98910
H: -3.56375 1.92739 1.56999
H: -4.77645 3.19395 1.27087
H: -5.86343 1.25246 0.82271
H: -6.45334 1.68361 2.41617
H: -6.58995 -0.61119 3.63742
H: -5.34953 -1.72810 3.06868
H: -6.54332 -1.25044 1.87511
C: 3.29783 -3.65667 0.73088
O: 4.06009 -3.88815 -0.45710
C: 3.25410 -4.36382 -1.54338
C: 2.38745 -3.22720 -2.18830
N: 1.46400 -3.65927 -3.17531
C: 0.93756 -2.53843 -3.91057
C: -0.25345 -2.92647 -4.79797
O: -1.36642 -3.26278 -4.02982
C: -2.30444 -4.00254 -4.75743
H: 3.04048 -4.64600 1.15415
H: 2.43927 -3.01607 0.64706
H: 3.98954 -3.19259 1.42535
H: 2.68999 -5.25606 -1.25744
H: 3.99012 -4.75568 -2.21878
H: 3.14355 -2.56934 -2.65232
H: 1.86172 -2.64259 -1.42995
H: 0.74099 -4.16644 -2.72347
H: 1.69078 -2.03625 -4.55421
H: 0.52184 -1.74549 -3.21404
H: -0.04182 -3.79014 -5.42991
H: -0.45938 -2.00527 -5.32587
H: -3.19949 -4.06220 -4.13775
H: -2.02089 -5.05594 -4.96778
H: -2.63724 -3.48535 -5.68332
C: 3.09223 -1.59149 -8.40006
O: 3.46429 -0.91616 -7.22392
C: 4.60543 -0.12554 -7.41610
C: 5.02765 0.52381 -6.12163
N: 5.66709 -0.36698 -5.16789
C: 6.08185 0.29507 -3.97007
C: 4.97686 0.88624 -3.02870
O: 4.06179 -0.11035 -2.58500
C: 2.89758 0.44976 -2.07104
H: 2.18653 -2.19673 -8.19890
H: 3.91632 -2.27070 -8.67736
H: 2.82138 -0.87387 -9.20022
H: 4.34555 0.70413 -8.15205
H: 5.43758 -0.72152 -7.79856
H: 4.15087 1.08782 -5.75176
H: 5.80982 1.19769 -6.46188
H: 4.93567 -1.09398 -5.02027
H: 6.74808 1.09709 -4.18882
H: 6.60930 -0.41512 -3.33269
H: 4.47290 1.61905 -3.63475
H: 5.34645 1.39845 -2.13942
H: 2.28422 -0.30669 -1.53145
H: 2.24776 0.79518 -2.90008
H: 3.19782 1.33277 -1.42228
C: -7.44157 5.11781 -2.70732
O: -6.36469 5.71589 -1.98314
C: -6.33337 5.53924 -0.56401
C: -4.87315 5.61713 -0.15535
N: -4.04088 4.61309 -0.79794
C: -2.71086 4.42290 -0.37655
C: -1.78397 4.29018 -1.57458
O: -0.67665 3.51601 -1.11500
C: 0.46793 3.67639 -1.98582
H: -7.57441 4.08677 -2.50919
H: -7.36800 5.37272 -3.74680
H: -8.35528 5.58830 -2.36260
H: -6.80824 4.62993 -0.29726
H: -6.83984 6.36478 -0.08002
H: -4.87745 5.44859 0.97302
H: -4.47982 6.63336 -0.30539
H: -4.31381 4.49306 -1.72238
H: -2.58237 3.48045 0.21315
H: -2.32334 5.20262 0.28536
H: -1.48406 5.25763 -1.91675
H: -2.25623 3.82319 -2.40751
H: 0.29164 3.05574 -2.87257
H: 1.33727 3.30354 -1.51941
H: 0.74354 4.70439 -2.21033
C: -2.56128 -3.46904 3.02324
O: -1.23531 -3.91276 2.90337
C: -0.37229 -3.13575 3.70760
C: 0.92195 -3.85429 3.60876
N: 0.80275 -5.14022 4.18890
C: 2.01705 -6.04672 4.15916
C: 3.16816 -5.73680 5.08860
O: 4.00986 -4.69582 4.57042
C: 5.27096 -4.70773 5.19041
H: -3.21665 -4.18928 2.55463
H: -2.67029 -2.50894 2.48947
H: -2.89492 -3.43672 4.02833
H: -0.71954 -3.01966 4.71558
H: -0.33232 -2.11373 3.29337
H: 1.69015 -3.31675 4.16486
H: 1.25570 -3.82063 2.57572
H: -0.01670 -5.59020 3.73708
H: 2.31598 -6.16952 3.11083
H: 1.65796 -7.01883 4.50332
H: 3.80111 -6.65488 5.14211
H: 2.87311 -5.49639 6.11920
H: 5.74279 -5.70013 5.07492
H: 5.10655 -4.50114 6.23516
H: 5.87712 -3.88992 4.71685
C: -2.36611 3.45021 -9.91950
O: -1.50538 4.49204 -9.43651
C: -1.19535 4.23973 -8.11516
C: -0.46087 2.92780 -7.84224
N: 0.14436 3.01233 -6.54947
C: 1.14117 1.97099 -6.29636
C: 0.56769 0.73086 -5.60858
O: 0.23361 1.04611 -4.26430
C: -1.07422 0.65679 -3.91187
H: -1.78218 2.53039 -10.15319
H: -2.87137 3.87059 -10.79709
H: -3.14958 3.23389 -9.18092
H: -2.08824 4.29936 -7.47021
H: -0.48370 4.98513 -7.83744
H: 0.39968 2.78575 -8.64189
H: -1.15127 2.10108 -7.96363
H: 0.58625 3.87430 -6.25197
H: 1.88784 2.29564 -5.53320
H: 1.61064 1.68349 -7.21975
H: 1.30441 -0.10882 -5.61282
H: -0.29008 0.32982 -6.14194
H: -1.82546 0.89677 -4.70259
H: -1.43250 1.15883 -3.00933
H: -1.05073 -0.44209 -3.76591
C: -2.64437 -0.30463 5.10543
O: -1.30860 -0.08648 4.83105
C: -0.47491 -0.46554 5.97335
C: 1.01623 -0.15623 5.68884
N: 1.76732 -0.47105 6.88377
C: 2.29112 -1.83119 6.83161
C: 3.17865 -2.16379 8.03286
O: 4.29726 -1.24215 8.02681
C: 5.02443 -1.16474 9.23896
H: -3.09508 0.39547 5.82358
H: -2.78908 -1.35679 5.41529
H: -3.27254 -0.21444 4.17300
H: -0.63143 -1.54534 6.15405
H: -0.81938 0.09235 6.84747
H: 1.07831 0.97104 5.44905
H: 1.31693 -0.62409 4.79260
H: 2.48229 0.18960 7.11197
H: 2.93239 -1.97340 5.89267
H: 1.52064 -2.57056 6.97891
H: 3.53384 -3.25912 8.04607
H: 2.56791 -2.04507 8.95532
H: 5.57715 -0.27177 9.05235
H: 5.66111 -2.01953 9.50425
H: 4.44398 -0.94116 10.15147
O: -0.90810 -5.31809 -1.70878
C: -0.85462 -4.56070 -0.48252
C: -1.79652 -3.35806 -0.60263
O: -1.31522 -2.38611 -1.54011
H: -0.46399 -6.13923 -1.49208
H: -1.20929 -5.18097 0.34637
H: 0.18124 -4.33154 -0.27041
H: -1.84675 -2.81416 0.35125
H: -2.80271 -3.78542 -0.77661
H: -1.36302 -2.64934 -2.46781
O: 5.54449 -1.34688 3.68725
C: 4.83448 -0.15511 3.39509
C: 3.81125 -0.35452 2.26271
O: 2.60058 -1.03755 2.82321
H: 4.85449 -1.99625 3.87983
H: 4.37672 0.18366 4.30705
H: 5.63572 0.54481 3.14443
H: 4.20820 -0.88630 1.40033
H: 3.53469 0.66126 1.88529
H: 1.99510 -1.41969 2.18889
O: 3.29494 2.87440 1.67569
C: 2.43873 3.35798 2.74257
C: 1.13579 2.58723 2.65839
O: 0.25200 3.06605 3.74329
H: 3.95696 3.57569 1.48661
H: 2.86952 3.08378 3.70118
H: 2.13345 4.44177 2.65264
H: 1.20969 1.51351 2.79236
H: 0.60138 2.83481 1.72632
H: -0.29609 2.37212 4.13129
C: -4.65283 1.31844 -2.48486
C: -3.68753 0.73942 -1.46356
O: -3.33189 -0.53278 -1.88169
H: -5.52940 0.67610 -2.53018
H: -4.23695 1.30801 -3.49660
H: -5.02693 2.30728 -2.14296
H: -4.23684 0.53266 -0.52874
H: -2.85556 1.39758 -1.25476
H: -2.47904 -0.93469 -1.57722
C: -1.22627 0.29446 0.83108
C: -0.01836 0.00271 -0.01496
O: 0.58180 -1.26889 0.17646
H: -1.33848 1.34198 1.05847
H: -1.20749 -0.21817 1.76520
H: -2.18511 -0.12170 0.45733
H: 0.73829 0.76096 0.21060
H: -0.20430 0.13119 -1.10559
H: 0.20401 -1.79785 -0.51691

SMILES string: COCCNCCOC.COCCNCCOC.COCCNCCOC.COCCNCCOC.COCCNCCOC.COCCNCCOC.COCCNCCOC.OCCO.OCCO.OCCO.CCO.CCO
HOMO-LUMO gap: 8.747 eV
Highest occupied orbital energy: -8.195 eV

Atomic partial charges in e from the Löwdin method, atoms 1 to 2: atom 1 (C): -0.13, atom 2 (O): -0.20

***

ORCA calculation (ωB97M-V/def2-TZVPD) on an isolated molecule of C4H9NO.

CARTESIAN COORDINATES (ANGSTROEM)
C: 1.48962 -1.02454 0.60235
C: 0.56817 -0.55839 -0.52068
O: -0.39208 -1.53784 -0.84894
C: -0.08300 0.75161 -0.12239
C: -1.38619 1.23382 -0.61771
N: -1.26086 0.67498 0.73160
H: 1.92212 -1.99726 0.35635
H: 2.30424 -0.31107 0.77789
H: 0.91325 -1.11404 1.53141
H: 1.14542 -0.39434 -1.43959
H: -1.00857 -1.56898 -0.10154
H: 0.63354 1.52992 0.14183
H: -2.07822 0.60345 -1.15218
H: -1.46386 2.31195 -0.77265
H: -1.30359 1.40073 1.43424

SMILES string: C[C@@H](O)[C@H]1CN1
ΔE to the lowest compared entry with this formula, charge and spin: 45.1 kcal per mole
HOMO-LUMO gap: 10.802 eV
Highest occupied orbital energy: -9.764 eV

Atomic partial charges in e from the Löwdin method, atoms 1 to 2: atom 1 (C): -0.05, atom 2 (C): -0.42

***

no.,electronic energy (eV),LUMO level (eV),molecular weight (g mol⁻¹)
1,-22907.6156,0.56,173.3
2,-111576.0545,0.55,1210.7
3,-7830.3637,1.04,87.1